{"formula": "C21H62CuF4N5O17S4", "method": "ωB97M-V with the def2-TZVPD basis set", "spin_multiplicity": 3, "energy_ev": -163882.832, "total_charge": -2, "e_homo_ev": [1.23, -4.09], "species": ["Cu", "S", "S", "S", "S", "F", "F", "F", "F", "O", "O", "O", "O", "O", "O", "O", "O", "O", "O", "O", "O", "O", "O", "O", "O", "O", "N", "N", "N", "N", "N", "C", "C", "C", "C", "C", "C", "C", "C", "C", "C", "C", "C", "C", "C", "C", "C", "C", "C", "C", "C", "C", "H", "H", "H", "H", "H", "H", "H", "H", "H", "H", "H", "H", "H", "H", "H", "H", "H", "H", "H", "H", "H", "H", "H", "H", "H", "H", "H", "H", "H", "H", "H", "H", "H", "H", "H", "H", "H", "H", "H", "H", "H", "H", "H", "H", "H", "H", "H", "H", "H", "H", "H", "H", "H", "H", "H", "H", "H", "H", "H", "H", "H", "H"], "coordinates": [[14.51097, -0.75302, 6.19150], [14.87456, 2.45851, 6.38380], [16.11266, 1.83561, 4.49145], [13.70842, -0.45711, 11.89200], [14.37933, 1.62964, 11.16740], [15.88300, 0.87781, 3.17952], [14.16124, -1.99015, 12.06340], [15.72792, 2.09944, 10.35258], [14.47053, 1.67349, 7.70589], [13.76186, -0.05368, 13.28648], [15.39478, 6.64082, 10.19792], [12.09031, 3.88543, 3.51049], [13.70674, 3.25995, 6.02169], [14.58275, -3.40747, 3.76643], [15.78009, -0.93221, 8.00483], [17.54788, 1.65057, 4.68627], [20.72496, 0.05934, 1.52674], [12.44741, -0.09206, 7.18774], [14.63509, 2.45045, 12.36152], [16.66877, 7.14678, 5.28916], [15.90381, 3.23465, 6.98647], [15.61342, 3.08364, 3.88626], [13.44047, -1.00823, 4.29978], [12.40345, -0.56765, 11.31901], [13.30174, 2.04423, 10.29900], [18.56479, -0.53022, 6.23425], [14.84949, -0.02523, 10.96053], [15.20134, 1.08231, 5.42992], [15.86535, 10.43593, 10.29234], [13.49352, -2.70834, 6.81112], [21.28666, 2.85633, 0.93160], [11.33288, 0.32441, 6.38225], [20.03328, 1.12554, 2.19687], [12.34823, 4.99615, 2.61241], [15.22688, -3.70038, 2.62761], [15.35321, -2.38035, 1.87545], [18.85514, 2.60681, 0.50350], [20.01179, 2.48689, 1.56456], [16.26226, 8.99551, 10.26801], [14.24499, -4.59921, 1.99575], [15.72636, 6.21188, 8.88548], [12.26735, 4.43552, 1.14189], [15.03637, 8.06108, 10.23202], [17.15172, 8.93846, 11.52855], [12.14486, -1.12857, 8.15912], [11.92037, -3.65858, 8.49741], [12.18404, -2.53221, 7.48669], [18.83229, 7.92575, 4.69128], [18.13430, 5.64426, 3.99993], [21.67862, -0.61458, 2.31828], [17.68358, 7.08056, 4.28121], [13.64722, 5.60003, 2.99102], [11.64840, -4.52746, 7.89808], [15.84135, 10.69278, 11.26884], [16.75110, 6.39008, 5.87416], [15.92881, -2.53529, 0.96288], [18.69618, 5.18315, 4.81219], [13.54456, 6.08519, 3.96168], [11.23299, -3.35289, 9.28619], [21.33518, -0.96143, 3.29288], [21.96091, -1.57092, 1.87801], [19.40951, 7.32500, 5.39416], [13.17398, -0.23211, 3.80699], [17.61267, 7.95890, 11.40165], [14.48852, 4.91103, 3.06582], [16.17869, -4.16942, 2.87694], [20.32885, 1.35178, 3.22135], [12.85632, 5.04115, 0.45309], [11.50385, -2.42144, 6.64219], [11.04327, -0.29212, 5.53130], [17.21169, 7.50811, 3.39654], [18.68502, 5.50244, 3.07004], [18.92904, 1.83181, -0.25940], [10.44467, 0.46468, 6.99831], [17.98524, 9.60280, 11.30052], [12.85462, -1.08284, 8.98512], [22.62477, -0.07607, 2.26442], [14.41091, 8.26074, 9.36195], [13.84293, -5.25583, 2.76730], [11.58297, 1.29181, 5.94673], [17.25176, 5.02123, 3.85489], [17.92811, 2.44569, 1.05373], [11.61867, 5.79871, 2.72088], [12.84791, -3.89473, 9.01896], [16.79179, 9.07614, 12.54817], [16.64570, 10.94213, 9.89875], [13.39932, -3.60274, 6.35146], [16.20239, 5.23498, 8.97012], [11.20834, -0.97820, 8.69617], [19.39357, -0.77292, 5.82140], [20.02281, 3.25212, 2.34071], [19.47944, 8.21314, 3.86260], [18.53560, 8.89280, 5.09731], [15.25092, -2.92146, 4.25524], [14.74510, -5.26895, 1.29615], [11.21259, 4.35864, 0.87793], [16.44447, 6.84674, 8.36646], [19.03891, 0.73186, 2.40747], [14.24262, -2.96748, 7.43706], [16.73884, 8.90579, 9.29183], [21.15143, 3.31905, 0.04406], [13.64251, -1.66065, 3.62914], [13.86924, 6.39718, 2.28156], [18.25187, 0.21646, 5.72356], [13.46631, -4.05808, 1.45824], [12.71580, 3.44723, 1.04057], [15.84874, -1.57819, 2.42233], [14.84384, 6.04428, 8.26810], [14.36353, -1.96777, 1.67943], [14.51740, 8.22635, 11.17619], [16.10211, -0.05095, 8.27724], [18.92135, 3.53149, -0.06982], [12.69216, 4.15090, 4.20969], [21.76470, 2.00396, 0.67655]], "forces_ev_per_a": [[1.0471, -0.2127, 1.3943], [-1.1485, 1.7467, 1.1287], [2.6832, 3.2197, -4.0466], [-1.4812, -4.6785, 3.8960], [4.1500, 4.7311, -2.6026], [0.1069, -0.5110, 0.1407], [0.0443, -0.3867, -0.5074], [-0.8371, -0.3995, 0.0138], [-0.7937, -0.6652, -0.8003], [-0.1973, 0.3122, -1.0718], [0.0536, 1.8218, -0.0175], [-0.1629, 1.4247, -0.7078], [0.2821, -1.8591, -0.1253], [-0.8119, 0.8846, 4.0122], [-1.2681, 0.0454, -1.5881], [-0.6806, 0.0824, -0.1931], [0.0866, 0.4425, 0.1698], [-0.8895, -0.8534, 0.2121], [-1.0334, -2.4251, -1.1677], [0.0906, 0.0007, -0.1142], [1.9711, 0.5774, 0.2078], [0.8132, -0.9890, -0.1345], [-0.6611, 0.1653, 0.1935], [-0.4498, 0.0477, -0.2938], [0.4780, -0.9747, 1.1816], [0.3115, -0.6393, 0.3842], [-0.8253, 3.6833, 0.8216], [-3.1504, -1.3105, 3.8074], [-1.0939, -0.0657, -0.7596], [0.2960, -0.2496, 0.0647], [1.0777, -0.7989, -0.3032], [0.1074, 0.5981, 0.3179], [-0.5852, -0.6631, 1.5826], [-0.2267, -1.9228, -1.1876], [0.1563, 0.8184, -1.9421], [1.0024, -0.0347, -0.5934], [0.6817, -0.2965, 1.1318], [-0.1781, 1.0603, -2.5548], [-1.0525, 1.7496, 0.9354], [0.2441, -1.9916, -1.5760], [0.1658, -0.9000, 0.1347], [0.2651, 0.2836, 1.0941], [0.9057, -1.1258, 0.4840], [1.7114, -2.3943, -2.2594], [0.5767, -0.4743, -0.3742], [0.3507, 0.5283, -0.7214], [0.7654, 1.8247, 0.7600], [0.9778, 0.7162, 0.0774], [-0.9791, -0.3296, -0.3190], [0.5017, -0.5553, -0.7472], [-0.4552, -0.5348, -0.2492], [0.9133, 0.8714, -0.0607], [-0.4525, -0.2846, 0.5313], [-0.2240, 0.3259, 0.0070], [-0.0500, -0.2910, 0.0570], [-0.2063, 0.2244, -0.3559], [0.1025, 0.2338, 0.1653], [0.0627, 0.0224, 0.1791], [-0.4347, -0.3015, -0.3053], [-0.0617, 0.8808, 0.3823], [-0.4364, -0.1105, -0.7504], [0.2441, 0.4602, 0.3015], [0.0482, 0.7552, -0.0228], [0.2246, -0.4163, 0.9959], [-0.1369, -0.1777, -0.2049], [0.2974, -0.1726, -0.5240], [1.0595, -0.7704, 0.1774], [-0.4235, 0.4255, -0.1115], [-0.4944, -0.6759, 0.1487], [0.3906, -0.7027, 0.1027], [-0.0788, -0.1031, -0.1987], [0.3011, 0.4409, 0.0143], [0.2453, -0.3906, 0.2020], [-0.0086, -0.0124, 0.2326], [-0.0209, 0.3380, 0.4264], [0.5361, 0.2737, -0.4132], [0.0568, 0.3610, 0.9318], [-0.1188, 0.3538, 0.0957], [-0.2705, 0.1355, -0.0758], [0.2438, 0.0857, 0.2015], [-0.1642, -0.1022, 0.1434], [-0.3178, 0.4498, -0.3553], [-0.5777, -0.1359, 0.0139], [0.1349, 0.0829, -0.0526], [-0.6390, 0.0548, -0.4366], [-0.0303, 0.2384, -0.0431], [0.0178, 0.0465, -1.1658], [-0.0744, -0.0362, 0.1535], [-0.4450, 0.2509, -0.5035], [0.1844, -0.0235, -0.0923], [-1.4190, -0.2779, 0.2803], [0.1566, -0.4272, -0.2742], [-0.2385, -0.1993, 0.4168], [-0.2024, 0.6122, 1.1287], [-0.1010, -0.0373, -0.4360], [0.0887, 0.0924, -0.3620], [-0.0391, 0.4031, 0.0234], [-0.4380, 0.3944, -0.4541], [0.2012, 0.6017, 1.0493], [0.8371, -0.4867, 0.4167], [-0.2852, 0.2104, 0.0212], [0.2306, -0.7200, -0.0188], [0.2744, 0.1144, -0.0658], [-0.4079, 0.6174, -0.3271], [-0.0858, -0.0477, 0.2393], [-0.0478, -0.1138, 0.5053], [0.3166, -0.2466, 0.3490], [-0.1857, 0.2776, -0.0688], [-0.1183, -0.2852, -0.3813], [-0.4426, -0.1944, -0.1208], [-0.3278, -0.4422, -0.2743], [-0.3481, 0.3485, 0.4345], [-0.0042, -1.0510, 0.9892], [0.2470, -0.2703, -0.0500]], "mulliken_spin": [1.172, 0.349, 0.110, 0.000, -0.004, 0.103, 0.000, -0.001, 0.023, 0.000, -0.001, -0.015, -0.023, -0.187, 0.418, 0.016, -0.011, 0.008, 0.000, 0.000, 0.061, 0.044, -0.594, 0.000, -0.002, -0.017, -0.001, 0.043, 0.000, -0.142, 0.002, 0.048, -0.043, -0.025, -0.056, 0.199, -0.001, 0.014, 0.000, 0.046, 0.001, 0.009, 0.000, 0.000, -0.010, 0.007, 0.000, 0.001, -0.016, 0.013, 0.001, 0.014, -0.010, 0.000, 0.000, -0.016, 0.001, 0.002, 0.001, 0.004, -0.001, 0.000, 0.076, 0.000, 0.019, -0.069, -0.004, -0.001, 0.018, 0.022, 0.000, 0.002, 0.000, -0.004, 0.000, -0.014, -0.001, 0.000, 0.013, 0.004, 0.021, 0.009, -0.002, 0.009, 0.000, 0.000, 0.050, 0.001, -0.005, -0.011, -0.003, 0.000, 0.000, 0.111, -0.015, 0.001, 0.001, 0.034, 0.000, 0.000, -0.001, 0.166, 0.000, 0.029, -0.013, 0.000, -0.004, 0.001, 0.037, 0.000, -0.017, -0.002, 0.008, 0.000]}